{
  "formula": "C44H38As2F6P2Ti",
  "method": "ωB97M-V/def2-TZVPD",
  "symbols": ["As", "As", "Ti", "P", "P", "F", "F", "F", "F", "F", "F", "C", "C", "C", "C", "C", "C", "C", "C", "C", "C", "C", "C", "C", "C", "C", "C", "C", "C", "C", "C", "C", "C", "C", "C", "C", "C", "C", "C", "C", "C", "C", "C", "C", "C", "C", "C", "C", "C", "C", "C", "C", "C", "C", "C", "H", "H", "H", "H", "H", "H", "H", "H", "H", "H", "H", "H", "H", "H", "H", "H", "H", "H", "H", "H", "H", "H", "H", "H", "H", "H", "H", "H", "H", "H", "H", "H", "H", "H", "H", "H", "H", "H"],
  "coordinates": [[-0.185, -0.082, -2.966], [-0.480, -2.429, 0.336], [0.958, 1.953, -1.576], [0.279, 4.430, -3.302], [-0.052, 2.782, 0.977], [-0.603, 3.273, -2.448], [1.676, 3.631, -1.784], [0.910, 3.171, -4.033], [1.456, 5.312, -3.767], [-0.075, 5.408, -2.147], [-0.823, 4.766, -4.300], [3.634, 0.419, -1.248], [1.582, -0.529, -2.307], [2.089, -1.764, -2.128], [0.527, 5.418, 1.164], [-1.374, -4.720, -0.969], [0.018, 6.844, 3.027], [-1.770, -1.303, -0.609], [0.055, -0.253, 2.179], [0.014, -1.760, 2.031], [4.279, -0.911, -1.557], [2.019, 1.455, 2.656], [-2.272, -1.654, -4.061], [-1.440, 1.792, 1.652], [-0.625, -3.487, -5.359], [-2.711, 2.319, 1.495], [3.519, -1.953, -1.907], [2.454, 0.691, -2.190], [-2.005, -3.606, -5.440], [0.601, 6.656, 1.782], [0.790, -2.564, 2.800], [1.459, 1.886, 1.332], [-0.636, 5.797, 3.668], [-3.762, 0.283, 2.384], [-1.891, -5.998, -1.084], [-0.883, -1.559, -3.965], [-0.706, 4.554, 3.065], [-2.053, -6.162, 1.323], [-1.208, -4.165, 0.308], [1.804, -0.731, 4.003], [-0.122, 4.363, 1.811], [3.020, 0.375, 0.160], [-1.296, -0.039, -1.319], [-0.052, -2.457, -4.622], [-2.829, -2.689, -4.797], [-1.304, 0.481, 2.334], [-2.227, -6.715, 0.059], [3.925, 0.531, 1.349], [-1.532, -4.887, 1.459], [-3.838, 1.590, 1.865], [1.909, 1.375, 0.178], [3.459, 1.018, 2.491], [1.061, 0.312, 3.233], [1.623, -2.049, 3.860], [-2.537, -0.281, 2.563], [1.104, 7.476, 1.288], [-2.228, -1.997, -1.319], [-2.183, 0.536, -1.599], [-0.779, 0.598, -0.577], [-2.837, 3.306, 1.067], [-1.417, -4.456, 2.445], [-2.444, -4.404, -6.023], [2.486, -0.368, 4.763], [0.970, 5.275, 0.185], [3.945, -2.936, -2.062], [0.416, 0.061, 1.203], [2.162, -2.749, 4.483], [-2.436, -1.275, 2.986], [0.069, 7.814, 3.504], [2.731, 1.088, -3.179], [1.977, 2.285, 3.365], [0.468, 0.821, 4.003], [1.464, -2.642, -2.258], [-2.328, -6.728, 2.203], [-4.814, 2.044, 1.739], [-1.100, -4.168, -1.863], [0.867, -3.623, 2.577], [4.964, 0.234, 1.258], [-2.539, -1.063, 0.131], [2.530, -0.609, 0.248], [5.349, -1.023, -1.427], [-1.289, 0.929, 3.373], [-1.087, 5.954, 4.638], [1.025, -2.356, -4.590], [-1.215, 3.745, 3.578], [-2.922, -0.921, -3.596], [4.117, 1.140, 3.342], [-2.628, -7.715, -0.036], [4.357, 1.232, -1.312], [-4.667, -0.254, 2.636], [-3.904, -2.768, -4.888], [-2.029, -6.439, -2.061], [0.013, -4.186, -5.882]],
  "forces_ev_per_a": [[0.179, 0.159, 0.248], [0.069, 0.106, -0.090], [0.192, 0.973, -0.055], [-0.117, 0.301, -0.401], [0.060, -0.236, -0.062], [-0.181, -0.047, 0.015], [0.083, -0.391, 0.161], [0.022, -0.098, -0.007], [-0.036, -0.054, 0.072], [0.035, -0.088, 0.096], [0.034, -0.048, 0.038], [0.026, 0.006, -0.073], [-0.170, -0.054, -0.048], [0.164, -0.006, -0.038], [-0.029, -0.007, 0.005], [-0.023, -0.046, 0.109], [0.011, 0.014, -0.003], [-0.011, -0.056, -0.203], [0.045, -0.002, 0.030], [-0.021, 0.089, 0.071], [0.026, 0.010, -0.001], [-0.028, -0.016, 0.031], [0.022, -0.077, -0.053], [-0.053, 0.101, -0.026], [0.035, 0.016, 0.015], [0.040, -0.028, 0.027], [-0.041, 0.020, 0.016], [0.239, -0.339, 0.073], [-0.027, -0.006, 0.002], [-0.020, 0.000, 0.017], [0.065, 0.005, 0.072], [0.018, 0.049, 0.066], [-0.003, 0.002, 0.000], [0.045, 0.019, -0.011], [-0.003, 0.015, -0.024], [-0.200, 0.032, 0.012], [0.023, -0.006, 0.035], [0.006, 0.011, 0.022], [-0.011, -0.180, -0.052], [0.008, 0.050, 0.042], [-0.049, 0.112, -0.038], [0.036, -0.012, 0.048], [-0.151, -0.069, 0.358], [-0.015, -0.008, -0.028], [0.001, 0.002, 0.004], [0.009, 0.037, -0.039], [-0.009, -0.027, 0.002], [0.009, 0.009, 0.017], [-0.025, -0.005, -0.052], [-0.057, 0.006, -0.001], [-0.111, -0.113, -0.142], [-0.012, -0.006, -0.040], [0.019, -0.004, -0.001], [-0.051, -0.056, -0.057], [-0.029, -0.036, 0.006], [0.000, 0.000, -0.002], [0.026, 0.023, 0.004], [0.007, 0.004, -0.047], [-0.033, -0.016, -0.141], [-0.005, 0.003, 0.003], [0.031, 0.017, 0.018], [0.008, 0.001, -0.008], [0.002, 0.003, -0.003], [0.004, -0.002, 0.025], [0.000, -0.003, 0.004], [-0.009, 0.000, -0.004], [-0.001, -0.003, 0.000], [0.003, 0.007, 0.004], [0.000, 0.000, -0.001], [-0.047, 0.010, -0.010], [0.007, -0.009, 0.005], [-0.004, -0.003, 0.001], [-0.001, 0.007, -0.014], [0.002, 0.002, 0.002], [0.001, 0.003, -0.003], [-0.005, 0.015, 0.004], [-0.027, -0.023, -0.010], [-0.002, -0.007, -0.004], [-0.008, -0.018, -0.011], [0.006, -0.006, -0.001], [-0.001, -0.001, -0.007], [-0.007, -0.017, 0.013], [0.001, 0.000, 0.001], [0.005, 0.016, 0.006], [0.005, -0.005, -0.007], [0.019, -0.013, 0.003], [-0.006, -0.005, 0.009], [0.000, 0.001, -0.001], [-0.003, 0.001, 0.008], [-0.001, -0.004, 0.002], [-0.002, 0.000, 0.004], [0.004, 0.000, 0.000], [-0.006, -0.004, -0.006]],
  "mulliken_charge": [0.29, 1.30, -1.35, 1.37, 1.98, -0.22, -0.47, -0.31, -0.25, -0.26, -0.20, -0.41, -0.26, 0.27, -0.47, -0.24, -0.60, -1.22, 1.43, -0.97, -1.14, 0.24, -0.56, 0.15, -0.71, -0.94, -1.04, -0.25, -0.63, -0.80, -0.61, 0.22, -0.76, -0.87, -0.84, 0.50, -0.61, -0.81, 0.69, -0.90, 0.96, 1.05, -0.72, -0.53, -0.76, 0.68, -0.61, -0.87, -0.40, -0.72, 0.89, -1.57, 0.61, -1.49, -0.84, 0.46, 0.94, 0.89, -0.10, 0.65, 0.43, 0.48, 0.53, 0.24, 0.52, -1.04, 0.49, 0.62, 0.43, 0.67, 0.75, 0.32, 0.85, 0.45, 0.53, 0.27, 0.64, 0.56, 0.58, -0.22, 0.50, 0.43, 0.46, 0.60, 0.35, 0.49, 0.65, 0.42, 0.78, 0.58, 0.45, 0.47, 0.46],
  "total_charge": 3,
  "relative_energy_kj_mol": 713.63,
  "spin_multiplicity": 2,
  "s_squared": 0.77,
  "largest_force_ha_per_bohr": 0.019,
  "orbital_gap_ha": [0.210, 0.200]
}